Below is a cluster of 19 separate species, C24H65ClN18O39S in total, with properties calculated with wB97M-V/def2-TZVPD.

Properties
**HOMO-LUMO gap**: 9.47 eV
**Electronic energy**: -155921.90260 eV
**E_LUMO**: -0.0080 hartree
**Multiplicity**: 1
**Total charge**: 0
**HOMO level**: -9.7 eV

Last column: Mulliken charge in e.
Cartesian coordinates (Å):
1 C -3.061 0.003 4.185  -1.16
2 C -2.651 -0.379 3.008  0.36
3 C -2.538 -1.799 2.506  -0.15
4 O -2.249 -2.752 3.532  -0.28
5 S -3.557 -3.744 3.746  0.73
6 O -3.207 -4.746 4.705  -0.57
7 O -4.761 -2.800 4.424  -0.46
8 C -5.840 -2.683 3.457  -0.55
9 C -6.208 -1.223 3.102  0.36
10 C -7.752 -1.030 3.081  -0.52
11 Cl -8.322 -1.222 1.376  -0.23
12 H -2.999 1.031 4.504  0.11
13 H -3.535 -0.668 4.894  0.27
14 H -2.363 0.401 2.305  0.52
15 H -3.462 -2.091 1.981  0.29
16 H -1.725 -1.823 1.776  0.06
17 H -5.496 -3.172 2.541  0.41
18 H -6.710 -3.191 3.878  0.39
19 H -5.805 -1.020 2.113  -0.49
20 H -5.813 -0.508 3.824  0.25
21 H -7.957 -0.041 3.484  0.38
22 H -8.247 -1.791 3.678  0.36
23 C 1.613 -2.150 0.162  -0.36
24 N 0.494 -2.031 -0.806  0.92
25 O 0.704 -1.436 -1.848  -0.57
26 O -0.557 -2.541 -0.482  -0.45
27 H 2.485 -1.654 -0.251  0.33
28 H 1.298 -1.673 1.086  -0.12
29 H 1.805 -3.209 0.312  0.30
30 C 1.289 1.776 -3.286  -0.74
31 N 1.691 2.888 -2.383  0.93
32 O 1.312 2.844 -1.230  -0.46
33 O 2.377 3.771 -2.869  -0.57
34 H 0.690 1.069 -2.724  0.18
35 H 0.715 2.209 -4.098  0.35
36 H 2.197 1.307 -3.653  0.31
37 C 3.741 4.571 -0.138  -0.22
38 N 4.577 3.755 0.777  0.97
39 O 4.910 2.649 0.391  -0.53
40 O 4.873 4.246 1.849  -0.61
41 H 3.559 4.009 -1.042  0.04
42 H 2.806 4.782 0.375  0.34
43 H 4.284 5.479 -0.349  0.03
44 C -1.909 -6.527 1.508  -0.52
45 N -0.785 -6.424 0.541  0.93
46 O -0.053 -5.462 0.647  -0.49
47 O -0.683 -7.306 -0.289  -0.55
48 H -1.866 -5.673 2.174  0.15
49 H -2.834 -6.526 0.935  0.15
50 H -1.790 -7.455 2.058  0.29
51 C -3.474 -6.085 -3.027  -0.88
52 N -4.217 -6.404 -1.772  0.95
53 O -4.154 -7.537 -1.345  -0.53
54 O -4.843 -5.495 -1.251  -0.58
55 H -2.974 -6.973 -3.356  0.35
56 H -4.200 -5.745 -3.756  0.33
57 H -2.760 -5.301 -2.784  0.33
58 C 2.221 -1.212 5.047  -0.59
59 N 1.490 -1.587 3.810  0.92
60 O 1.109 -0.690 3.082  -0.56
61 O 1.328 -2.771 3.602  -0.47
62 H 2.289 -0.131 5.099  0.30
63 H 1.661 -1.606 5.891  0.31
64 H 3.209 -1.659 4.986  0.06
65 C 6.837 -0.099 1.264  -0.65
66 N 5.952 -1.274 1.486  0.95
67 O 4.764 -1.062 1.615  -0.51
68 O 6.481 -2.369 1.519  -0.57
69 H 6.227 0.799 1.258  0.19
70 H 7.557 -0.072 2.076  0.35
71 H 7.330 -0.237 0.306  0.29
72 C 8.105 3.790 0.067  -0.79
73 N 8.559 2.385 -0.102  0.93
74 O 8.148 1.779 -1.076  -0.48
75 O 9.305 1.944 0.744  -0.55
76 H 7.447 4.046 -0.756  0.26
77 H 7.578 3.851 1.017  0.31
78 H 8.989 4.423 0.065  0.32
79 C -2.270 -0.562 -4.546  -0.73
80 N -1.156 -0.460 -5.527  0.93
81 O -0.404 0.490 -5.415  -0.53
82 O -1.071 -1.331 -6.367  -0.57
83 H -2.207 0.276 -3.864  0.27
84 H -3.203 -0.541 -5.103  0.34
85 H -2.154 -1.501 -4.013  0.28
86 C -1.135 -7.140 -6.978  -0.77
87 N -1.647 -6.953 -5.593  0.88
88 O -2.792 -6.554 -5.460  -0.53
89 O -0.886 -7.211 -4.687  -0.48
90 H -1.920 -6.872 -7.675  0.32
91 H -0.272 -6.492 -7.096  0.29
92 H -0.859 -8.185 -7.085  0.29
93 C -7.779 -6.154 -0.081  -0.41
94 N -8.934 -6.004 -1.008  0.91
95 O -8.756 -5.375 -2.032  -0.53
96 O -9.980 -6.523 -0.673  -0.56
97 H -6.921 -5.645 -0.504  0.08
98 H -8.064 -5.709 0.869  0.26
99 H -7.583 -7.217 0.028  0.29
100 C 5.790 -4.683 4.295  -0.73
101 N 4.953 -3.666 4.986  0.92
102 O 5.107 -2.501 4.667  -0.56
103 O 4.171 -4.066 5.821  -0.51
104 H 6.431 -4.175 3.582  0.26
105 H 6.376 -5.193 5.055  0.30
106 H 5.117 -5.370 3.792  0.29
107 C -0.880 4.647 4.966  -0.76
108 N -1.781 3.485 5.191  0.86
109 O -2.961 3.711 5.373  -0.52
110 O -1.270 2.384 5.174  -0.48
111 H -1.470 5.556 5.007  0.31
112 H -0.129 4.635 5.751  0.29
113 H -0.424 4.523 3.988  0.29
114 C -4.678 0.872 0.026  -0.57
115 N -3.575 0.966 -0.966  1.01
116 O -2.806 1.899 -0.868  -0.57
117 O -3.515 0.091 -1.809  -0.51
118 H -4.603 1.708 0.712  0.28
119 H -5.615 0.909 -0.523  0.39
120 H -4.573 -0.069 0.557  -0.07
121 C 6.019 8.426 -2.204  -0.66
122 N 5.125 7.261 -1.965  0.81
123 O 3.938 7.477 -1.835  -0.52
124 O 5.648 6.163 -1.917  -0.46
125 H 5.419 9.326 -2.220  0.18
126 H 6.740 8.458 -1.392  0.29
127 H 6.512 8.271 -3.159  0.31
128 C 3.627 12.248 -3.571  -0.70
129 N 4.986 11.646 -3.643  0.84
130 O 5.661 11.647 -2.629  -0.51
131 O 5.330 11.193 -4.713  -0.50
132 H 3.461 12.607 -2.561  0.31
133 H 3.593 13.065 -4.285  0.28
134 H 2.913 11.471 -3.830  0.29
135 C -10.662 2.003 0.624  -0.66
136 N -9.428 2.669 1.124  0.87
137 O -9.485 3.212 2.208  -0.52
138 O -8.449 2.618 0.408  -0.49
139 H -11.448 2.127 1.360  0.30
140 H -10.933 2.478 -0.315  0.29
141 H -10.430 0.951 0.480  0.23
142 C 8.336 2.421 -3.983  -0.58
143 N 8.857 3.347 -5.027  0.91
144 O 9.683 2.915 -5.804  -0.55
145 O 8.415 4.479 -5.024  -0.54
146 H 8.815 1.457 -4.104  0.33
147 H 8.572 2.851 -3.019  0.13
148 H 7.262 2.342 -4.123  0.29

=====

Below is a cluster of 2 separate species, C3H4I2O in total, with properties calculated with wB97M-V/def2-TZVPD.

Properties
**HOMO-LUMO gap**: 9.15 eV
**ΔE to the lowest compared entry with this formula, charge and spin**: 0.848 eV
**Electronic energy**: -21423.30142 eV
**E_LUMO**: -0.0214 hartree
**Multiplicity**: 1
**SMILES string**: C=C(I)C=O.I
**Total charge**: 0
**HOMO level**: -9.7 eV

Last column: Mulliken charge in e.
Cartesian coordinates (Å):
1 C -0.825 -1.378 0.227  -0.68
2 C -1.310 -0.152 0.070  0.17
3 C -0.445 1.028 -0.085  -0.09
4 O 0.741 0.965 -0.284  -0.43
5 I -3.383 0.251 0.066  0.11
6 I 4.438 0.272 -0.227  -0.11
7 H -1.445 -2.245 0.365  0.31
8 H 0.244 -1.524 0.235  0.29
9 H -0.967 1.996 0.004  0.31
10 H 2.952 0.787 -0.372  0.13

=====

Below is a cluster of 2 separate species, C4H11N3O2 in total, with properties calculated with wB97M-V/def2-TZVPD.

Properties
**HOMO-LUMO gap (spin up / spin down)**: 10.45 / 6.22 eV
**ΔE to the lowest compared entry with this formula, charge and spin**: 2.519 eV
**Electronic energy**: -12882.57360 eV
**E_LUMO (spin up / spin down)**: -0.1331 / -0.2883 hartree
**Multiplicity**: 2
**Total charge**: +1
**HOMO level (spin up / spin down)**: -14.1 / -14.1 eV

Last column: Löwdin spin population.
Cartesian coordinates (Å):
1 C 1.583 -1.379 -0.544  0.09
2 C -0.478 -1.404 0.790  0.06
3 N -1.364 -0.521 1.395  0.20
4 N 0.509 -0.840 0.181  0.51
5 N -0.572 -2.728 1.098  0.05
6 H -1.671 -0.502 2.381  0.00
7 H -1.130 0.459 1.256  0.00
8 H -1.426 0.238 -0.903  0.00
9 H 0.195 -3.221 1.472  0.00
10 H -1.426 -3.063 1.535  0.00
11 H 2.535 -0.761 -0.446  0.03
12 H 1.256 -1.407 -1.618  0.04
13 H 2.019 -2.308 -0.120  0.00
14 C 0.500 2.939 -1.097  0.00
15 C -0.585 1.978 -0.651  0.00
16 O -1.330 2.137 0.292  0.00
17 O -0.799 0.785 -1.321  0.00
18 H 0.535 3.000 -2.212  0.00
19 H 1.584 2.776 -0.894  0.00
20 H 0.065 3.823 -0.596  0.00